[1]
Entry from OMol25: 5 unconnected molecules or ions with the total composition C30H71N (ωB97M-V/def2-TZVPD).

Computed properties:
LUMO level: 0.75 eV
Frontier orbital gap: 9.04 eV
E_tot: -33736.7803 eV
Charge: 0
Energy relative to the best compared isomer or geometry (same formula, charge and spin): 80.8 kcal/mol
SMILES string: CCN(CC)CC.CCCCCC.CCCCCC.CCCCCC.CCCCCC
M: 445.90 g mol⁻¹

Positions of all 102 atoms, in Å:
C  2.697  0.822  3.675
C  1.951  -0.128  2.882
N  0.538  0.183  2.559
C  0.066  -0.289  1.143
C  0.139  -1.781  0.946
C  -0.521  -0.331  3.524
C  -2.000  0.008  3.341
H  2.685  1.946  3.168
H  3.840  0.790  3.700
H  2.168  1.077  4.571
H  1.980  -1.326  3.154
H  2.527  -0.221  1.903
H  0.817  0.236  0.388
H  -0.776  0.300  0.576
H  -0.281  -1.987  0.104
H  -0.358  -2.352  1.744
H  1.078  -2.048  1.121
H  -0.227  0.030  4.418
H  -0.315  -1.466  3.632
H  -2.099  1.185  3.159
H  -2.641  -0.336  4.020
H  -2.180  -0.598  2.513
C  -0.985  3.300  -5.425
C  -0.119  2.061  -5.779
C  -0.563  0.848  -5.121
C  0.435  -0.330  -5.183
C  0.092  -1.596  -4.465
C  0.463  -1.560  -2.931
H  -0.953  3.393  -4.365
H  -1.918  3.085  -5.652
H  -0.771  4.179  -5.920
H  0.976  2.303  -5.594
H  -0.326  2.083  -6.714
H  -1.589  0.579  -5.119
H  -0.557  1.081  -4.041
H  1.569  -0.188  -4.855
H  0.375  -0.551  -6.237
H  0.296  -2.516  -4.825
H  -0.938  -1.683  -4.433
H  1.451  -1.555  -2.872
H  0.183  -2.408  -2.403
H  -0.013  -0.741  -2.435
C  4.891  -6.626  3.778
C  4.808  -7.523  2.536
C  3.533  -7.250  1.732
C  3.739  -6.012  0.853
C  2.484  -5.352  0.168
C  2.787  -4.019  -0.434
H  5.733  -7.088  4.325
H  3.999  -6.556  4.455
H  5.147  -5.591  3.420
H  4.666  -8.581  2.786
H  5.830  -7.331  2.063
H  2.735  -7.177  2.460
H  3.253  -8.232  1.291
H  4.450  -6.122  0.114
H  3.945  -5.339  1.610
H  1.651  -5.209  0.702
H  2.082  -5.969  -0.676
H  3.685  -4.053  -1.095
H  3.103  -3.509  0.429
H  1.947  -3.715  -1.121
C  -6.670  0.107  -4.304
C  -5.529  1.043  -3.881
C  -5.667  1.139  -2.309
C  -4.508  2.180  -1.747
C  -3.117  2.140  -2.230
C  -2.129  2.606  -1.307
H  -7.556  0.520  -3.973
H  -6.530  -0.942  -3.923
H  -6.783  -0.317  -5.310
H  -5.458  2.098  -4.290
H  -4.576  0.792  -4.128
H  -5.501  0.253  -1.968
H  -6.473  1.403  -1.812
H  -4.532  1.964  -0.612
H  -5.096  3.089  -1.928
H  -3.006  2.868  -3.017
H  -2.851  1.091  -2.586
H  -2.120  1.767  -0.650
H  -2.509  3.501  -0.761
H  -1.288  2.548  -1.618
C  -0.290  4.327  5.875
C  -0.448  3.541  4.615
C  0.203  4.459  3.477
C  0.299  3.886  2.033
C  0.780  4.844  0.955
C  2.314  5.010  1.146
H  -0.837  3.702  6.531
H  -0.473  5.358  5.821
H  0.785  4.457  6.178
H  -1.506  3.446  4.290
H  0.086  2.872  4.756
H  1.108  4.667  3.801
H  -0.390  5.322  3.339
H  -0.680  3.479  1.887
H  1.079  3.099  2.311
H  0.227  5.798  0.715
H  0.704  4.336  0.095
H  2.853  4.250  0.990
H  2.657  5.618  1.910
H  2.764  5.435  0.360



[2]
Entry from OMol25: 2 unconnected molecules or ions with the total composition C3H12N2 (ωB97M-V/def2-TZVPD).

Computed properties:
LUMO level: -8.30 eV
Frontier orbital gap: 12.88 eV
E_tot: -6266.9311 eV
Charge: +2
Energy relative to the best compared isomer or geometry (same formula, charge and spin): 53.1 kcal/mol
M: 76.14 g mol⁻¹

Positions of all 17 atoms, in Å:
C  0.904  0.236  0.597
C  -0.139  0.083  -0.421
C  -1.107  -0.925  0.392
N  -2.503  -0.679  -0.323
N  2.598  1.100  0.013
H  1.521  -0.654  0.700
H  0.920  0.838  1.498
H  0.346  -0.348  -1.303
H  -0.556  1.060  -0.668
H  -0.961  -1.920  -0.009
H  -1.302  -0.554  1.389
H  -2.284  -0.331  -1.247
H  -2.900  -1.608  -0.454
H  -3.153  -0.029  0.174
H  3.347  0.711  0.583
H  2.453  2.110  0.046
H  2.817  0.908  -0.966